[1]
Density functional theory data (ωB97M-V with the def2-TZVPD basis set) for a structure of composition C18H23AuF9N2OSb in a non-equilibrium geometry.

Properties
- HOMO level (spin up / spin down) (eV) = -12.09 / -12.09
- electronic energy (hartree) = -2158.8128
- lowest unoccupied orbital energy (spin up / spin down) (eV) = -4.69 / -8.67
- charge = +1
- HOMO-LUMO gap (spin up / spin down) (eV) = 7.40 / 3.41
- 2S+1 = 4
- ⟨S²⟩ = 3.80
- strongest force on any atom (eV Å⁻¹) = 4.00

Geometry (Å):
Au: 7.1532 -9.0636 11.3768
F: 5.6133 -10.4865 10.7148
Sb: 4.8947 -11.9854 11.8724
F: 3.3825 -10.8629 12.2926
F: 5.6548 -11.3908 13.5343
F: 4.1041 -13.4863 12.8203
F: 6.5176 -12.9698 11.5980
F: 4.0104 -12.6060 10.2600
C: 3.6810 -4.6334 12.7324
C: 4.5964 -5.7484 13.1828
O: 3.6827 -6.8219 13.5321
C: 4.4447 -8.0326 13.7739
C: 3.6348 -8.9438 14.6522
H: 2.8637 -4.3892 13.3988
H: 3.2777 -4.8926 11.7325
H: 4.1529 -3.6709 12.6117
H: 5.2877 -5.5622 14.0503
H: 5.3115 -6.0273 12.4013
H: 5.3806 -7.7039 14.2647
H: 4.6595 -8.5277 12.8458
H: 3.2627 -8.4627 15.6148
H: 4.1607 -9.8777 14.9396
H: 2.7362 -9.3170 14.1749
C: 9.2118 -10.7488 12.5992
C: 10.2347 -9.6862 12.6178
C: 11.6077 -10.0156 12.7399
C: 12.6326 -9.0709 12.8651
C: 12.2630 -7.7396 12.7716
C: 10.9563 -7.3181 12.4932
C: 10.5804 -5.9027 12.4527
C: 9.8722 -8.2773 12.3905
N: 8.6313 -7.9098 12.0971
H: 9.6360 -11.7267 12.8942
H: 8.8662 -10.9437 11.5368
H: 8.3874 -10.5270 13.3046
H: 11.8371 -11.0880 12.8911
H: 13.6653 -9.3395 13.1459
H: 13.0567 -6.9595 12.7072
H: 10.1965 -5.6303 11.4924
H: 11.3841 -5.3051 12.8353
H: 9.7177 -5.7966 13.1721
F: 5.3104 -2.3354 9.1188
C: 5.4745 -3.3522 8.2100
F: 4.3200 -3.5514 7.5095
F: 6.4844 -2.9873 7.2921
C: 5.8309 -4.6329 8.9882
C: 4.8254 -5.4688 9.5894
C: 5.2125 -6.6639 10.1486
N: 6.5061 -6.9973 10.1992
C: 7.4264 -6.2098 9.7555
C: 7.1428 -4.9783 9.1430
H: 3.7918 -5.1464 9.6253
H: 4.5315 -7.4274 10.5792
H: 8.4197 -6.6261 9.8064
H: 7.9170 -4.3319 8.8843

Forces on atoms 1 to 3 (eV/Å):
Au -0.3 0.4 -0.2
F 0.5 0.2 0.7
Sb -2.9 -2.7 0.7

[2]
Density functional theory data (ωB97M-V with the def2-TZVPD basis set) for a cluster of 5 separate species, C15H40O5 in total in a non-equilibrium geometry.

Properties
- HOMO level (eV) = -10.09
- electronic energy (hartree) = -971.6325
- lowest unoccupied orbital energy (eV) = 0.40
- SMILES string = CC(C)O.CC(C)O.CC(C)O.CC(C)O.CC(C)O
- ΔE to the lowest compared entry with this formula, charge and spin (kcal per mole) = 52.3
- HOMO-LUMO gap (eV) = 10.49
- strongest force on any atom (eV Å⁻¹) = 2.43

Geometry (Å):
C: 2.3018 4.0353 2.9308
C: 2.3124 2.8553 3.8627
C: 1.5959 3.0960 5.2101
O: 1.7139 1.7582 3.2089
H: 1.3559 4.2582 2.4371
H: 2.9773 3.7043 2.1420
H: 2.7402 4.8878 3.4496
H: 3.3224 2.5660 4.1532
H: 1.6408 2.2126 5.8471
H: 0.5410 3.2125 4.9617
H: 2.0862 3.8736 5.7957
H: 2.2972 1.3723 2.5512
C: -0.5531 -5.3016 2.5450
C: 0.4306 -5.8006 3.5603
C: 0.4530 -4.7816 4.6689
O: 0.0662 -7.0502 4.0942
H: -0.4509 -4.2489 2.2811
H: -1.5913 -5.5342 2.7817
H: -0.3138 -5.7678 1.5892
H: 1.4066 -5.8565 3.0782
H: -0.5722 -4.7062 5.0316
H: 0.7557 -3.7780 4.3703
H: 1.0822 -5.1226 5.4911
H: 0.2611 -7.0657 5.0341
C: -0.5746 -3.7396 -4.9093
C: 0.5209 -4.6812 -5.3740
C: 1.0528 -5.5618 -4.2271
O: -0.0564 -5.5734 -6.3362
H: -1.4111 -4.2240 -4.4056
H: -0.9702 -3.0534 -5.6581
H: -0.0960 -2.9855 -4.2844
H: 1.4146 -4.3178 -5.8812
H: 0.2521 -6.0334 -3.6575
H: 1.6668 -4.9632 -3.5541
H: 1.7389 -6.2766 -4.6815
H: -0.2488 -6.3666 -5.8308
C: -2.9564 0.7888 -0.9960
C: -3.5592 1.3429 0.3348
C: -3.5942 0.2854 1.4523
O: -2.7602 2.4302 0.6911
H: -2.0687 0.1803 -0.8233
H: -2.6924 1.5792 -1.6986
H: -3.6321 0.2109 -1.6265
H: -4.5831 1.6830 0.1798
H: -2.6266 -0.1380 1.7219
H: -4.3254 -0.4967 1.2481
H: -4.0565 0.7989 2.2953
H: -1.8799 2.1332 0.9330
C: 0.3887 5.8689 -4.2429
C: 1.2051 5.8534 -2.9621
C: 1.1237 7.1297 -2.0873
O: 0.7924 4.7575 -2.1603
H: -0.6725 6.1017 -4.1545
H: 0.4314 4.8803 -4.7000
H: 0.9467 6.5002 -4.9345
H: 2.2573 5.7094 -3.2073
H: 1.7282 7.1274 -1.1803
H: 0.0705 7.2844 -1.8525
H: 1.4121 8.0112 -2.6599
H: -0.0969 4.9360 -1.8458

Forces on atoms 1 to 3 (eV/Å):
C 1.1 -0.2 -0.1
C -0.3 -0.1 1.3
C -0.1 -0.9 -0.8

[3]
Density functional theory data (ωB97M-V with the def2-TZVPD basis set) for a cluster of 2 separate species, C4H16N3O in total in a non-equilibrium geometry.

Properties
- HOMO level (eV) = -12.75
- electronic energy (hartree) = -401.2873
- lowest unoccupied orbital energy (eV) = -2.58
- ΔE to the lowest compared entry with this formula, charge and spin (kcal per mole) = 6.3
- charge = +1
- HOMO-LUMO gap (eV) = 10.17
- strongest force on any atom (eV Å⁻¹) = 2.14

Geometry (Å):
N: 1.0807 0.1597 -0.6125
C: 1.0155 0.7888 0.7354
C: -0.2047 1.6968 0.8784
N: -1.3012 1.2752 0.0235
C: -2.2631 0.2980 0.4825
C: -1.5842 -1.0278 0.7404
N: -0.8365 -1.4584 -0.4640
H: 1.1316 0.8750 -1.3366
H: 0.1728 -0.3802 -0.7263
H: 1.8933 -0.4485 -0.7454
H: 1.9219 1.3380 0.9604
H: 0.9872 -0.0042 1.4713
H: 0.0124 2.7210 0.6122
H: -0.4876 1.7151 1.9360
H: -1.7394 2.0441 -0.4338
H: -2.7718 0.6029 1.4026
H: -3.0016 0.1626 -0.2972
H: -2.2984 -1.7418 1.0942
H: -0.8327 -0.9245 1.5209
H: -0.5366 -2.4242 -0.3261
H: -1.4651 -1.4874 -1.2724
H: 3.5446 -1.7712 -2.4410
H: 4.2226 -0.8450 -1.4852
O: 3.3402 -1.1639 -1.7173

Forces on atoms 1 to 3 (eV/Å):
N 1.1 1.8 0.1
C 0.4 0.0 0.2
C -0.8 -0.3 0.0